Molecular formula: C20H18Cl3GaN5O4S2
Method: DFT, ωB97M-V/def2-TZVPD

Net charge: +1
Orbital gap: 7.8 eV

```
53
C20H18Cl3GaN5O4S2 ωB97M-V/def2-TZVPD
Ga 0.49474 -0.02061 -0.00490
Cl 6.72435 -4.03023 -0.10663
C 5.17638 -3.26441 -0.18091
C 4.95012 -2.10191 0.53526
C 3.70745 -1.49620 0.46381
Cl 3.39295 -0.09644 1.43169
C 2.67723 -2.00638 -0.31498
O 1.46711 -1.47369 -0.42584
C 2.93904 -3.20057 -0.99357
Cl 1.66747 -3.91934 -1.93540
C 4.16718 -3.83004 -0.94439
H 5.72493 -1.67359 1.15168
H 4.33361 -4.74577 -1.48986
O 3.41442 3.24286 0.21937
C 2.48276 4.21583 0.25632
C 2.96474 5.51690 0.41044
C 2.09654 6.58411 0.45165
C 0.72000 6.38620 0.33772
C 0.23728 5.10988 0.18099
C 1.09926 4.00288 0.13887
C 0.50796 2.67663 -0.03477
O 1.30049 1.61980 0.06326
N -0.74886 2.54986 -0.29246
N -1.14335 1.22517 -0.48279
C -2.42858 1.17931 -0.60303
S -3.33956 2.65730 -0.43256
C -4.95841 1.84564 -0.50894
C -4.84079 0.69342 -1.47801
S -3.36122 -0.24179 -1.00351
H 2.97724 2.38223 0.10333
H 4.03259 5.65133 0.49279
H 2.48954 7.58448 0.57132
H 0.04180 7.22455 0.37488
H -0.82451 4.93330 0.09085
H -5.68397 2.58444 -0.84154
H -5.23082 1.49945 0.48839
H -4.71458 1.04120 -2.50251
H -5.68620 0.00981 -1.42612
C -2.78734 -4.84690 0.87060
N -2.11398 -3.56650 0.78384
C -1.68492 -2.77039 1.91909
C -0.99764 -1.64663 1.19922
O -0.33752 -0.70982 1.69620
N -1.10389 -1.77282 -0.12163
C -1.71424 -2.96366 -0.33537
N -1.91031 -3.45026 -1.54796
H -3.17322 -4.96860 1.87957
H -2.10405 -5.67074 0.65735
H -3.63365 -4.87761 0.18305
H -0.98018 -3.31178 2.55316
H -2.52091 -2.41702 2.52618
H -1.49740 -2.96347 -2.32874
H -2.26703 -4.37943 -1.69445
```

=====

Molecular formula: C36H64O14
Method: DFT, ωB97M-V/def2-TZVPD

SMILES: O=C1C=C(O)C(=O)C=C1O.CC(C)=O.CC(C)=O.CC(C)=O.CC(C)=O.CC(C)=O.CC(C)=O.CC(C)=O.CC(C)=O.CC(C)=O.CC(C)=O
Orbital gap: 6.8 eV

```
114
C36H64O14 ωB97M-V/def2-TZVPD
O 32.30700 34.95700 32.29200
C 31.01400 34.84900 32.29900
C 30.21300 35.48900 31.26100
C 28.76100 35.42400 31.43600
O 27.92500 35.72000 30.30000
C 28.06100 34.72400 32.46700
O 26.78700 34.82500 32.61200
C 28.89100 33.91000 33.43100
C 30.34800 33.96800 33.26300
O 31.08100 33.26300 34.28200
H 30.69200 35.80600 30.33500
H 28.42300 36.08400 29.53000
H 28.29600 33.35800 34.15900
H 32.05600 33.24000 34.00100
C 30.95500 32.40600 37.84600
C 31.00600 33.07400 39.25200
C 31.95000 32.55100 40.35400
O 30.25800 34.11400 39.54700
H 30.68100 33.17400 37.15100
H 30.23000 31.66400 37.86000
H 31.96900 31.97800 37.74400
H 32.12700 33.45300 41.01800
H 32.84600 32.37900 39.79600
H 31.27500 31.71100 40.92800
C 28.75000 35.14700 36.40700
C 27.51400 35.91900 36.15000
C 26.45700 35.82200 37.19900
O 27.46100 36.69700 35.14100
H 28.53500 34.07100 36.44600
H 29.14900 35.49200 37.34600
H 29.48000 35.17100 35.78400
H 26.29600 34.85400 37.55800
H 25.48500 36.28100 36.99300
H 26.80600 36.25900 38.12300
C 27.75700 38.10700 27.30000
C 29.14200 37.88700 27.72900
C 30.20800 38.76600 27.14800
O 29.32900 36.92500 28.52600
H 27.41200 38.93400 27.69300
H 27.20100 37.21500 27.55300
H 27.82200 37.99200 26.15200
H 30.50400 38.73200 25.94700
H 31.14800 38.35500 27.47100
H 30.06600 39.96000 27.42700
C 35.94100 33.57800 34.74200
C 34.43100 33.93400 34.57900
C 33.84900 35.19300 35.10900
O 33.69300 33.02900 34.01200
H 36.23500 32.38500 34.41200
H 35.90100 33.51200 35.87400
H 36.55000 34.40300 34.55300
H 34.77300 35.80300 35.35700
H 33.40000 34.94400 35.99900
H 33.37900 35.83500 34.50100
C 26.16800 31.33200 29.86400
C 24.81800 31.32300 30.66300
C 24.95400 31.48500 32.19200
O 23.74300 31.17300 30.00100
H 26.71500 30.27300 30.07800
H 26.83400 32.03900 30.14200
H 25.98900 31.15200 28.81400
H 23.98200 31.27400 32.54700
H 25.22600 32.51100 32.44300
H 25.66000 31.12700 32.75100
C 24.22000 36.48700 31.11400
C 24.08000 35.04800 30.66200
C 24.56700 34.60400 29.32700
O 23.36000 34.24900 31.30300
H 23.25000 36.94700 31.46600
H 24.93300 37.08800 30.50400
H 24.83200 36.28700 32.01700
H 25.53800 34.97100 29.22300
H 23.86200 35.03700 28.64800
H 24.56800 33.57000 29.45100
C 23.66600 34.37900 34.76800
C 24.16200 33.50400 35.86900
C 25.46600 32.74800 35.63800
O 23.55500 33.43100 36.94800
H 22.77100 34.94400 35.29700
H 23.41800 33.82000 33.92900
H 24.47800 34.84800 34.58800
H 25.95700 32.15400 36.47900
H 26.16100 33.50500 35.47800
H 25.03100 32.01200 34.93700
C 33.41100 33.63300 28.59200
C 32.80000 34.20000 27.20900
C 31.57100 35.13200 27.34400
O 33.34200 33.86300 26.18900
H 34.40400 33.17000 28.31600
H 32.64300 33.34400 29.19700
H 33.71500 34.48600 29.17800
H 31.10900 35.42400 26.58200
H 31.96000 36.06000 27.90400
H 30.67100 34.50700 27.96500
C 33.18400 38.40900 30.17000
C 33.77800 38.02400 28.83300
C 33.87800 39.11100 27.71400
O 34.35400 36.93100 28.64400
H 33.12500 37.44600 30.60700
H 32.08800 38.68800 30.27600
H 33.69900 38.97000 30.70000
H 32.93000 39.68300 27.69000
H 33.86900 38.56600 26.80300
H 34.62700 39.82300 27.82200
C 34.71100 31.48500 31.29500
C 33.37500 30.71300 31.05600
C 32.36500 30.69100 32.23800
O 33.14400 30.09500 29.99200
H 35.32400 31.43000 30.31600
H 35.19900 31.00000 32.12700
H 34.49000 32.47100 31.51800
H 31.59200 29.76700 32.06800
H 31.70300 31.60200 32.02700
H 32.67700 30.66500 33.22900
```

=====

Molecular formula: C21H28ClCrN9O3S
Method: DFT, ωB97M-V/def2-TZVPD

2S+1: 5
Orbital gap (alpha / beta): 5.1 / 6.7 eV

```
64
C21H28ClCrN9O3S ωB97M-V/def2-TZVPD
Cr -0.30291 -0.53535 -1.13510
C -0.97720 2.66098 1.50447
C -1.08797 1.49761 0.56624
N -0.20831 0.47347 0.59870
N 0.81916 0.59825 1.48271
C 1.48681 -0.35344 2.06552
N 2.62039 0.08364 2.74255
S 1.20130 -2.05627 2.18252
C -2.14166 1.38677 -0.35491
C -3.19746 2.32499 -0.50366
C -4.20310 2.08882 -1.39480
C -4.18599 0.89835 -2.16336
C -3.13538 0.03279 -1.99473
N -2.12684 0.24816 -1.14549
H -0.01595 2.61273 2.00558
H -1.76861 2.63704 2.25680
H -1.05117 3.60388 0.96120
H 2.64128 1.07921 2.91518
H 2.86014 -0.47842 3.54247
H -3.18769 3.22501 0.09427
H -5.01115 2.79666 -1.52395
H -4.97389 0.67686 -2.86689
H -3.07830 -0.88086 -2.57772
C -2.39448 -4.68277 -0.39048
N -0.96412 -4.62420 -0.63006
C -0.22783 -5.86492 -0.44418
C -0.35372 -3.41452 -0.71323
N -0.95864 -2.28868 -0.51280
N 0.97344 -3.42551 -1.07693
C 1.89329 -2.39613 -0.87787
N 3.18938 -2.84632 -0.79328
N 1.57989 -1.17062 -1.12322
H -2.75104 -5.67357 -0.66211
H -2.91103 -3.95064 -1.01124
H -2.64097 -4.49970 0.66086
H -0.78459 -6.51024 0.23226
H 0.74243 -5.68264 0.01476
H -0.09370 -6.39797 -1.38991
H -1.90206 -2.38668 -0.16866
H 1.39393 -4.32159 -1.24832
H 3.30255 -3.66724 -0.21751
H 3.84802 -2.12815 -0.53113
H 2.34889 -0.52505 -0.98622
C 2.73068 3.69630 -5.63914
C 3.21513 2.39435 -5.06973
C 4.55569 2.16109 -4.81583
C 4.97386 0.93774 -4.31196
Cl 6.65884 0.66226 -3.99931
C 4.05940 -0.05934 -4.04436
C 2.71333 0.15688 -4.30489
C 2.28397 1.37904 -4.80391
O 0.98886 1.68107 -5.10279
C 0.00358 0.70483 -4.86993
C -0.07003 0.21638 -3.42932
O -0.48386 -0.95499 -3.22139
O 0.24404 0.97663 -2.48288
H 3.50418 4.46011 -5.59010
H 1.84713 4.03402 -5.09922
H 2.43713 3.55847 -6.68169
H 5.28235 2.93547 -5.02093
H 4.38820 -1.01188 -3.65288
H 2.01580 -0.64430 -4.10473
H 0.12759 -0.15700 -5.53261
H -0.94970 1.18836 -5.09086
```

=====

Molecular formula: C5H10O
Method: DFT, ωB97M-V/def2-TZVPD

SMILES: CCC[C@H]1CO1
Orbital gap: 11.4 eV

```
16
C5H10O ωB97M-V/def2-TZVPD
C -1.30985 1.16345 0.22708
C -1.19660 -0.36022 0.16397
C 0.10578 -0.90668 0.79581
C 1.06643 -0.88668 -0.36883
C 1.67069 0.37943 -0.76575
O 2.46982 -0.70632 -0.31186
H -0.48026 1.66226 -0.28356
H -1.31317 1.50867 1.26516
H -2.23050 1.51097 -0.25073
H -1.21607 -0.65613 -0.89567
H -2.08009 -0.81888 0.61414
H -0.01668 -1.91619 1.20990
H 0.43406 -0.26266 1.62237
H 0.76025 -1.58545 -1.15099
H 1.69786 0.66876 -1.81560
H 1.63833 1.20568 -0.05545
```

=====

The records above yield energy relative to the best compared isomer or geometry (same formula, charge and spin) values of 10.2 0.0 10.9 35.9 kcal/mol, respectively.
The records above yield total energy values of -148284.0565 -67020.6158 -93566.4309 -7393.2100 eV, respectively.
The records above yield molecular weight values of 632.6 720.9 574.0 86.1 g mol⁻¹, respectively.